{"formula": "C6H16N", "method": "the ωB97M-V functional and the def2-TZVPD basis", "symbols": ["C", "C", "C", "C", "C", "C", "N", "H", "H", "H", "H", "H", "H", "H", "H", "H", "H", "H", "H", "H", "H", "H", "H"], "coordinates": [[1.299, 1.549, 2.435], [0.235, 0.835, 1.620], [0.788, -0.456, 0.923], [0.963, -0.354, -0.637], [0.069, -1.352, -1.376], [-1.411, -1.070, -1.384], [-1.769, 0.332, -1.829], [0.830, 2.419, 2.900], [1.822, 0.897, 3.129], [2.093, 1.861, 1.750], [-0.147, 1.507, 0.848], [-0.581, 0.441, 2.227], [1.777, -0.617, 1.361], [0.145, -1.299, 1.140], [0.699, 0.679, -0.886], [1.994, -0.599, -0.844], [0.449, -1.600, -2.365], [0.155, -2.287, -0.803], [-1.746, -1.100, -0.353], [-2.022, -1.758, -1.948], [-1.485, 0.452, -2.839], [-2.819, 0.463, -1.849], [-1.338, 1.057, -1.220]], "energy_ha": -292.8273, "total_charge": 0, "multiplicity": 2, "s_squared": 0.751, "orbital_gap_ev": [4.66, 12.00], "e_homo_ev": [-3.641, -11.157]}